# 1
C34H57N3O2RhSSi | ωB97M-V/def2-TZVPD

The geometry in ORCA input format:
```
! RIJCOSX wB97M-V def2-TZVPD def2/J DEFGRID3
* xyz 1 5
O -2.02 1.77 -2.87
O -0.62 3.62 -3.52
C -2.11 1.00 -4.13
C -3.15 -0.08 -3.95
H -1.09 0.60 -4.29
H -2.39 1.73 -4.91
H -2.87 -0.78 -3.15
H -3.16 -0.62 -4.90
H -4.15 0.33 -3.77
C -3.19 2.68 -2.56
C -3.70 3.48 -3.74
H -2.83 3.33 -1.74
H -3.92 1.96 -2.19
H -2.95 4.10 -4.24
H -4.45 4.15 -3.33
H -4.22 2.84 -4.47
C -0.29 4.65 -2.44
C 0.16 3.52 -4.81
C -1.20 5.83 -2.63
H 0.78 4.84 -2.56
H -0.50 4.09 -1.51
H -1.06 6.29 -3.62
H -0.92 6.54 -1.86
H -2.25 5.55 -2.49
C -0.21 4.70 -5.67
H -0.18 2.56 -5.22
H 1.22 3.47 -4.51
H -1.30 4.80 -5.78
H 0.22 4.51 -6.64
H 0.22 5.62 -5.26
H -1.06 2.64 -3.09
N 0.45 -2.14 0.11
C 1.59 -2.51 0.60
C 2.61 -1.66 1.11
C 2.64 -0.30 1.43
C 1.87 -4.00 0.58
H 2.03 -4.32 -0.46
H 1.05 -4.56 1.03
H 2.77 -4.17 1.15
C 3.92 0.33 1.91
H 3.80 0.66 2.95
H 4.18 1.19 1.28
H 4.73 -0.40 1.86
N 1.59 0.54 1.32
C -0.57 -2.99 -0.37
C -0.59 -3.37 -1.72
C 0.41 -2.89 -2.72
C -1.56 -4.27 -2.13
H -1.56 -4.58 -3.17
C -2.48 -4.82 -1.24
H -3.23 -5.52 -1.56
C -2.46 -4.47 0.09
H -3.13 -4.88 0.84
C -1.50 -3.58 0.50
C -1.45 -3.39 1.98
C 1.29 1.49 2.32
C 1.52 2.86 2.09
C 2.18 3.35 0.84
C 1.22 3.77 3.10
H 1.42 4.82 2.94
C 0.66 3.37 4.32
H 0.41 4.07 5.09
C 0.40 2.04 4.55
H 0.00 1.65 5.48
C 0.79 1.11 3.60
C 0.74 -0.26 4.08
Rh 0.17 0.15 -0.12
H -0.09 -2.29 -3.49
H 0.84 -3.76 -3.24
H 1.23 -2.30 -2.28
H -0.37 -3.39 2.22
H -1.88 -4.19 2.63
H -2.24 -2.57 2.13
H 1.79 4.35 0.60
H 2.00 2.69 -0.01
H 3.26 3.46 0.97
H 0.33 -0.71 2.98
H -0.04 -0.44 4.84
H 1.58 -0.98 4.05
H 3.57 -2.18 1.24
C 1.05 0.48 -1.70
Si 2.76 0.39 -2.44
H 0.19 -0.22 -2.13
H 0.57 1.54 -1.42
C 2.62 0.03 -4.27
C 3.80 -1.01 -1.75
C 3.69 1.98 -2.09
H 3.07 2.86 -2.30
H 4.57 1.99 -2.75
H 4.04 2.01 -1.05
H 1.89 -0.77 -4.45
H 3.62 -0.31 -4.61
H 2.33 0.93 -4.82
H 3.25 -1.95 -1.65
H 4.23 -0.74 -0.78
H 4.62 -1.17 -2.47
S -0.91 -0.86 1.78
C -1.25 -1.91 3.59
N -1.28 -2.40 4.67
*
```

The calculation puts the frontier orbital gap (spin up / spin down) at 0.232 / 0.210 hartree. The HOMO energy (spin up / spin down) is -8.82 / -9.69 eV. The expectation value of S² is 6.035. The molecular weight is 702.908 g mol⁻¹. The total energy is -66451.40201 eV.

# 2
C34H58BN4O5P2STl | ωB97M-V/def2-TZVPD

The geometry in ORCA input format:
```
! RIJCOSX wB97M-V def2-TZVPD def2/J DEFGRID3
* xyz -2 1
Tl -0.26 -0.09 -1.41
C 3.91 3.77 -3.49
C 3.37 2.38 -3.14
C 3.61 1.42 -4.30
C 4.15 1.84 -1.93
P 1.54 2.23 -2.61
C 1.47 3.69 -1.42
N 0.33 3.62 -0.55
B -0.24 2.41 0.05
N -1.42 2.97 0.72
C -2.47 2.22 1.33
P -2.00 0.39 1.21
C -1.42 0.08 3.01
C -0.77 -1.31 3.01
C -2.48 0.15 4.11
C -0.33 1.10 3.31
C -3.84 -0.32 1.07
C -3.75 -1.83 1.27
C -4.98 0.26 1.91
C -4.12 -0.07 -0.41
C -1.50 4.32 0.56
C -2.41 5.25 1.03
C -2.24 6.59 0.68
C -1.18 6.98 -0.11
C -0.24 6.06 -0.57
C -0.39 4.73 -0.24
C 0.43 2.90 -4.04
C 0.93 4.07 -4.88
C 0.14 1.69 -4.94
C -0.89 3.31 -3.38
H 5.00 3.73 -3.50
H 3.62 4.51 -2.75
H 3.58 4.11 -4.47
H 4.68 1.35 -4.52
H 3.10 1.75 -5.21
H 3.25 0.43 -4.02
H 5.17 1.62 -2.22
H 3.69 0.92 -1.57
H 4.17 2.56 -1.12
H 1.46 4.63 -1.99
H 2.40 3.65 -0.83
H -3.42 2.40 0.79
H -2.64 2.52 2.37
H -1.50 -2.09 2.80
H -0.31 -1.52 3.98
H -0.01 -1.35 2.24
H -3.17 -0.68 4.05
H -3.05 1.08 4.07
H -1.99 0.10 5.09
H 0.38 1.12 2.48
H 0.20 0.84 4.23
H -0.73 2.11 3.44
H -3.72 -2.10 2.32
H -2.85 -2.20 0.79
H -4.61 -2.33 0.82
H -4.95 -0.10 2.93
H -5.93 -0.05 1.48
H -4.96 1.34 1.93
H -3.37 -0.58 -1.02
H -4.08 0.99 -0.66
H -5.10 -0.46 -0.70
H -3.25 4.95 1.64
H -2.95 7.33 1.02
H -1.08 8.03 -0.39
H 0.60 6.41 -1.17
H 1.76 3.78 -5.53
H 1.24 4.91 -4.27
H 0.12 4.42 -5.53
H 1.00 1.43 -5.55
H -0.70 1.90 -5.60
H -0.10 0.83 -4.32
H -0.79 4.23 -2.81
H -1.23 2.52 -2.70
H -1.66 3.46 -4.14
C -0.52 -6.98 3.03
C 0.16 -5.61 3.06
N 1.55 -5.65 2.67
C 2.44 -6.11 3.71
C 3.43 -7.14 3.18
C 2.03 -4.51 1.94
O 2.99 -3.88 2.38
C 1.31 -4.24 0.74
C 0.52 -5.19 0.10
C -0.41 -4.81 -0.85
C -0.66 -3.43 -0.94
N 0.04 -2.49 -0.38
C 1.33 -2.87 0.13
H -1.57 -6.87 3.31
H -0.03 -7.67 3.71
H -0.47 -7.40 2.03
H 0.05 -5.19 4.08
H -0.37 -4.94 2.38
H 1.87 -6.55 4.54
H 3.01 -5.25 4.10
H 2.89 -7.99 2.75
H 4.07 -7.50 3.98
H 4.04 -6.70 2.40
H 0.61 -6.23 0.40
H -1.00 -5.53 -1.39
H -1.57 -3.10 -1.43
H 1.66 -2.11 0.86
O 3.87 -1.39 -2.06
S 2.47 -1.41 -1.68
O 2.30 -2.83 -0.94
O 2.14 -0.36 -0.71
O 1.60 -1.40 -2.85
*
```

The calculation puts the frontier orbital gap at 0.176 hartree. The HOMO energy is -0.57 eV. The molecular weight is 912.071 g mol⁻¹. The total energy is -87182.42598 eV.

# 3
C34H58Cl14O15 | ωB97M-V/def2-TZVPD

The geometry in ORCA input format:
```
! RIJCOSX wB97M-V def2-TZVPD def2/J DEFGRID3
* xyz 0 1
C -14.08 18.30 -4.23
C -15.28 17.62 -4.86
C -15.29 17.56 -6.36
O -15.34 16.22 -6.64
C -15.38 15.47 -5.57
O -15.44 14.23 -5.56
O -15.24 16.23 -4.49
H -14.34 18.56 -3.21
H -13.92 19.28 -4.68
H -13.16 17.70 -4.27
H -16.18 18.04 -4.42
H -14.37 17.86 -6.87
H -16.09 18.13 -6.81
C -3.62 19.60 1.12
C -3.85 19.13 2.51
C -4.48 20.06 3.54
O -5.46 19.22 4.13
C -5.59 18.07 3.43
O -6.42 17.24 3.74
O -4.67 17.97 2.50
H -2.88 20.40 1.08
H -4.51 19.85 0.54
H -3.27 18.75 0.52
H -2.89 18.77 2.87
H -4.93 20.91 3.02
H -3.71 20.47 4.20
C -22.05 10.05 0.24
C -20.83 9.73 -0.62
C -19.50 10.23 -0.10
O -18.64 9.27 -0.58
C -19.28 8.12 -0.80
O -18.74 7.07 -1.06
O -20.58 8.33 -0.69
H -22.93 9.57 -0.19
H -22.33 11.10 0.25
H -22.03 9.71 1.27
H -20.98 10.15 -1.62
H -19.68 10.22 0.97
H -19.23 11.21 -0.51
C -4.11 12.91 8.61
C -4.05 11.40 8.62
C -5.00 10.59 7.71
O -4.15 9.72 6.96
C -2.85 9.93 7.34
O -1.87 9.23 7.04
O -2.78 11.04 8.14
H -3.49 13.46 7.90
H -3.73 13.30 9.55
H -5.11 13.34 8.53
H -4.04 11.06 9.65
H -5.58 11.28 7.12
H -5.63 10.01 8.39
C -11.25 7.47 -5.52
C -12.50 6.68 -6.01
C -12.78 6.78 -7.52
O -13.07 5.44 -7.89
C -12.54 4.61 -6.96
O -12.40 3.41 -7.11
O -12.22 5.28 -5.88
H -10.79 7.10 -4.60
H -11.53 8.50 -5.34
H -10.42 7.50 -6.23
H -13.36 7.04 -5.44
H -11.86 7.08 -8.03
H -13.54 7.50 -7.82
Cl -13.25 6.61 13.03
C -12.22 6.27 11.62
C -12.52 7.27 10.47
Cl -11.70 8.81 10.62
H -12.47 5.24 11.37
H -11.18 6.31 11.95
H -13.57 7.47 10.25
H -12.12 6.80 9.58
Cl -21.42 12.92 11.62
C -19.84 12.91 10.72
C -18.98 11.65 10.98
Cl -18.10 11.90 12.55
H -19.18 13.75 10.96
H -20.11 13.01 9.66
H -18.33 11.50 10.12
H -19.45 10.68 11.14
Cl -13.80 11.25 3.88
C -12.53 12.26 2.94
C -12.58 12.04 1.44
Cl -11.59 13.27 0.59
H -11.55 12.13 3.41
H -12.71 13.31 3.18
H -13.61 12.21 1.12
H -12.12 11.09 1.18
Cl -10.98 5.46 3.87
C -11.99 4.29 2.92
C -13.39 4.05 3.59
Cl -13.20 2.88 4.95
H -11.47 3.34 2.83
H -12.15 4.78 1.96
H -14.08 3.59 2.89
H -13.88 4.95 3.95
Cl -17.67 20.24 1.40
C -18.47 19.00 2.43
C -17.99 17.58 2.12
Cl -18.80 16.45 3.29
H -19.55 19.00 2.27
H -18.13 19.15 3.46
H -16.92 17.40 2.11
H -18.38 17.31 1.14
Cl -1.81 10.96 -0.86
C -3.03 12.13 -1.34
C -4.27 12.08 -0.39
Cl -5.21 10.57 -0.48
H -3.20 12.10 -2.42
H -2.48 13.05 -1.14
H -4.97 12.88 -0.65
H -4.12 12.31 0.66
Cl -14.07 18.00 8.21
C -12.69 18.85 7.54
C -11.72 19.24 8.63
Cl -12.40 20.37 9.82
H -13.16 19.66 6.98
H -12.24 18.29 6.72
H -10.80 19.69 8.27
H -11.48 18.35 9.22
*
```

The calculation puts the frontier orbital gap at 0.389 hartree. The HOMO energy is -10.64 eV. The molecular weight is 1203.165 g mol⁻¹. Its SMILES is C[C@H]1COC(=O)O1.C[C@H]1COC(=O)O1.C[C@H]1COC(=O)O1.C[C@H]1COC(=O)O1.C[C@H]1COC(=O)O1.ClCCCl.ClCCCl.ClCCCl.ClCCCl.ClCCCl.ClCCCl.ClCCCl. The total energy is -242224.56424 eV.

# 4
C34H58N4O3PPt | ωB97M-V/def2-TZVPD

The geometry in ORCA input format:
```
! RIJCOSX wB97M-V def2-TZVPD def2/J DEFGRID3
* xyz 1 1
Pt -1.33 0.08 0.79
C 3.27 2.95 -3.74
C 1.81 3.41 -3.94
C 1.81 4.92 -4.20
C 1.23 2.71 -5.17
C 1.01 3.04 -2.69
C 0.81 1.73 -2.37
C 0.10 1.40 -1.20
N -0.19 0.15 -0.75
C 0.24 -1.07 -1.15
C 1.37 -1.34 -1.97
C 1.65 -2.63 -2.30
C 0.76 -3.66 -1.86
C -0.32 -3.49 -1.04
C -0.55 -2.16 -0.57
O -1.43 -1.88 0.32
C -1.17 -4.72 -0.66
C -0.32 -5.65 0.23
C -1.58 -5.47 -1.94
C -2.46 -4.38 0.09
C 2.89 -3.02 -3.10
C 3.80 -3.86 -2.18
C 3.67 -1.79 -3.58
C 2.49 -3.85 -4.33
C -0.47 2.44 -0.35
O -1.15 2.10 0.70
C -0.30 3.81 -0.71
C 0.45 4.04 -1.83
C -1.00 4.93 0.06
C -2.52 4.76 -0.08
C -0.63 6.31 -0.51
C -0.61 4.92 1.55
H 3.88 3.26 -4.58
H 3.33 1.86 -3.65
H 3.69 3.39 -2.83
H 2.39 5.12 -5.10
H 2.27 5.48 -3.39
H 0.80 5.30 -4.37
H 1.82 2.95 -6.05
H 0.20 3.02 -5.35
H 1.23 1.62 -5.06
H 1.14 0.96 -3.04
H 2.02 -0.54 -2.26
H 0.98 -4.67 -2.18
H 0.56 -6.01 -0.29
H -0.92 -6.51 0.54
H 0.01 -5.13 1.13
H -0.72 -5.82 -2.52
H -2.19 -4.84 -2.58
H -2.16 -6.35 -1.67
H -2.28 -3.95 1.07
H -3.03 -5.31 0.22
H -3.09 -3.68 -0.47
H 4.04 -3.31 -1.26
H 4.73 -4.09 -2.70
H 3.32 -4.80 -1.90
H 4.05 -1.20 -2.75
H 3.06 -1.15 -4.22
H 4.53 -2.12 -4.16
H 1.96 -4.76 -4.06
H 3.39 -4.15 -4.87
H 1.87 -3.27 -5.01
H 0.59 5.07 -2.12
H -2.82 4.78 -1.13
H -3.03 5.57 0.44
H -2.85 3.81 0.36
H -0.96 6.43 -1.54
H 0.44 6.50 -0.45
H -1.13 7.08 0.08
H -1.02 4.04 2.05
H -1.02 5.81 2.03
H 0.47 4.93 1.68
C -2.33 -0.81 6.36
N -2.76 -0.61 4.98
C -4.07 -1.19 4.67
P -1.69 -0.19 3.82
O -2.50 -0.08 2.52
N -0.47 -1.29 3.65
C -0.94 -2.62 3.21
C 0.61 -1.41 4.63
N -0.93 1.16 4.36
C -1.76 2.27 4.86
C 0.31 1.63 3.74
H -2.22 -1.87 6.59
H -3.07 -0.39 7.04
H -1.38 -0.31 6.55
H -4.06 -2.27 4.82
H -4.34 -0.98 3.64
H -4.83 -0.76 5.32
H -1.85 -2.54 2.62
H -1.14 -3.26 4.08
H -0.18 -3.10 2.59
H 0.80 -0.47 5.14
H 1.53 -1.72 4.13
H 0.36 -2.17 5.38
H -2.68 1.90 5.30
H -2.00 2.96 4.05
H -1.20 2.81 5.62
H 0.84 0.81 3.25
H 0.96 2.05 4.51
H 0.10 2.39 2.99
*
```

The calculation puts the frontier orbital gap (spin up / spin down) at 0.210 / 0.208 hartree. The HOMO energy (spin up / spin down) is -10.40 / -10.37 eV. The molecular weight is 796.915 g mol⁻¹. The total energy is -60835.09824 eV.

Please write out number 1 again, unchanged.
C34H57N3O2RhSSi | ωB97M-V/def2-TZVPD

The geometry in ORCA input format:
```
! RIJCOSX wB97M-V def2-TZVPD def2/J DEFGRID3
* xyz 1 5
O -2.02 1.77 -2.87
O -0.62 3.62 -3.52
C -2.11 1.00 -4.13
C -3.15 -0.08 -3.95
H -1.09 0.60 -4.29
H -2.39 1.73 -4.91
H -2.87 -0.78 -3.15
H -3.16 -0.62 -4.90
H -4.15 0.33 -3.77
C -3.19 2.68 -2.56
C -3.70 3.48 -3.74
H -2.83 3.33 -1.74
H -3.92 1.96 -2.19
H -2.95 4.10 -4.24
H -4.45 4.15 -3.33
H -4.22 2.84 -4.47
C -0.29 4.65 -2.44
C 0.16 3.52 -4.81
C -1.20 5.83 -2.63
H 0.78 4.84 -2.56
H -0.50 4.09 -1.51
H -1.06 6.29 -3.62
H -0.92 6.54 -1.86
H -2.25 5.55 -2.49
C -0.21 4.70 -5.67
H -0.18 2.56 -5.22
H 1.22 3.47 -4.51
H -1.30 4.80 -5.78
H 0.22 4.51 -6.64
H 0.22 5.62 -5.26
H -1.06 2.64 -3.09
N 0.45 -2.14 0.11
C 1.59 -2.51 0.60
C 2.61 -1.66 1.11
C 2.64 -0.30 1.43
C 1.87 -4.00 0.58
H 2.03 -4.32 -0.46
H 1.05 -4.56 1.03
H 2.77 -4.17 1.15
C 3.92 0.33 1.91
H 3.80 0.66 2.95
H 4.18 1.19 1.28
H 4.73 -0.40 1.86
N 1.59 0.54 1.32
C -0.57 -2.99 -0.37
C -0.59 -3.37 -1.72
C 0.41 -2.89 -2.72
C -1.56 -4.27 -2.13
H -1.56 -4.58 -3.17
C -2.48 -4.82 -1.24
H -3.23 -5.52 -1.56
C -2.46 -4.47 0.09
H -3.13 -4.88 0.84
C -1.50 -3.58 0.50
C -1.45 -3.39 1.98
C 1.29 1.49 2.32
C 1.52 2.86 2.09
C 2.18 3.35 0.84
C 1.22 3.77 3.10
H 1.42 4.82 2.94
C 0.66 3.37 4.32
H 0.41 4.07 5.09
C 0.40 2.04 4.55
H 0.00 1.65 5.48
C 0.79 1.11 3.60
C 0.74 -0.26 4.08
Rh 0.17 0.15 -0.12
H -0.09 -2.29 -3.49
H 0.84 -3.76 -3.24
H 1.23 -2.30 -2.28
H -0.37 -3.39 2.22
H -1.88 -4.19 2.63
H -2.24 -2.57 2.13
H 1.79 4.35 0.60
H 2.00 2.69 -0.01
H 3.26 3.46 0.97
H 0.33 -0.71 2.98
H -0.04 -0.44 4.84
H 1.58 -0.98 4.05
H 3.57 -2.18 1.24
C 1.05 0.48 -1.70
Si 2.76 0.39 -2.44
H 0.19 -0.22 -2.13
H 0.57 1.54 -1.42
C 2.62 0.03 -4.27
C 3.80 -1.01 -1.75
C 3.69 1.98 -2.09
H 3.07 2.86 -2.30
H 4.57 1.99 -2.75
H 4.04 2.01 -1.05
H 1.89 -0.77 -4.45
H 3.62 -0.31 -4.61
H 2.33 0.93 -4.82
H 3.25 -1.95 -1.65
H 4.23 -0.74 -0.78
H 4.62 -1.17 -2.47
S -0.91 -0.86 1.78
C -1.25 -1.91 3.59
N -1.28 -2.40 4.67
*
```

The calculation puts the frontier orbital gap (spin up / spin down) at 0.232 / 0.210 hartree. The HOMO energy (spin up / spin down) is -8.82 / -9.69 eV. The expectation value of S² is 6.035. The molecular weight is 702.908 g mol⁻¹. The total energy is -66451.40201 eV.

- What is the molecular weight in the second record?
  912.071 g mol⁻¹

- What is the formula in the third record?
  C34H58Cl14O15

- Among the records above, which one has the lowest molecular weight?
  C34H57N3O2RhSSi